The following is a DFT calculation (ωB97M-V with the def2-TZVPD basis set) of C38H28BrF4NO5PPd as an isolated structure.

Element x y z (Å)
Pd1 -0.419 -0.009 0.623
Br1 2.394 2.023 1.576
P1 1.371 -0.016 -0.919
F1 4.794 2.443 -3.882
F2 4.336 4.008 0.548
F3 5.462 4.247 -1.926
F4 3.008 0.497 -3.361
O1 -2.840 -3.075 1.727
O2 -2.518 0.029 1.675
O3 -2.199 -0.058 -1.183
O4 -4.697 0.134 2.149
O5 -1.059 -2.170 0.716
N1 0.040 0.524 2.769
C1 -4.071 -0.750 -0.005
C2 -4.187 -0.087 -2.381
C3 4.594 3.278 -1.679
C4 1.329 0.232 4.816
C5 0.837 -0.206 3.562
C6 4.247 2.365 -2.675
C7 0.287 -0.501 -3.515
C8 -0.889 2.019 -3.594
C9 -2.326 2.675 4.561
C10 3.494 -4.013 -1.660
C11 -3.342 -1.314 -2.751
C12 -2.258 -2.449 0.885
C13 4.265 -2.883 -1.444
C14 -2.175 3.346 2.252
C15 3.312 1.372 -2.402
C16 1.277 -1.456 3.060
C17 -0.799 1.526 3.085
C18 -0.432 -0.104 -4.630
C19 4.017 3.154 -0.418
C20 -1.013 1.154 -4.672
C21 2.111 -3.934 -1.589
C22 -1.222 2.382 2.032
C23 1.506 -2.718 -1.338
C24 -3.249 -1.950 -0.355
C25 2.145 -0.590 5.557
C26 2.088 -2.262 3.820
C27 -3.569 0.293 -1.018
C28 -2.419 -1.423 -1.528
C29 3.665 -1.657 -1.216
C30 -2.728 3.503 3.521
C31 2.700 1.249 -1.155
C32 2.514 -1.843 5.078
C33 2.275 -1.564 -1.197
C34 -3.724 -0.120 1.501
C35 3.090 2.148 -0.168
C36 -1.383 1.695 4.359
C37 -0.175 1.626 -2.477
C38 0.428 0.367 -2.440
H1 -0.072 2.300 -1.630
H2 -1.468 -1.922 -1.700
H3 -4.048 0.721 -3.097
H4 -2.510 3.976 1.441
H5 3.971 -4.956 -1.874
H6 -3.664 1.339 -0.723
H7 -5.146 -0.907 0.018
H8 -1.347 2.998 -3.637
H9 0.927 -1.768 2.075
H10 -2.740 -1.122 -3.637
H11 -1.137 1.004 5.150
H12 4.279 -0.781 -1.067
H13 -3.930 -2.213 -2.906
H14 -1.567 1.461 -5.547
H15 -3.827 -2.848 -0.562
H16 2.404 -3.222 3.444
H17 -3.480 4.255 3.690
H18 0.761 -1.470 -3.487
H19 3.140 -2.486 5.674
H20 -5.247 -0.306 -2.298
H21 1.087 1.222 5.170
H22 -0.774 2.249 1.034
H23 0.431 -2.651 -1.242
H24 1.508 -4.820 -1.717
H25 2.510 -0.251 6.515
H26 -2.768 2.786 5.539
H27 -0.526 -0.775 -5.472
H28 5.342 -2.954 -1.450

Computed properties:
**Energy**: -145259.12556 eV
**Energy above the lowest of the compared OMol25 structures with the same formula, charge and spin**: 143.67 kJ/mol
**Net charge**: +1
**Expectation value of S²**: 6.07
**Spin multiplicity**: 5
**Gap between HOMO and LUMO (spin up / spin down)**: 8.28 / 5.66 eV
**Largest force on an atom**: 0.0494 Eh/bohr

Here are the Löwdin charges for atoms 1 to 6, given in e: number 1, Pd, carries 0.9539; number 2, Br, carries 0.9441; number 3, P, carries 1.0531; number 4, F, carries 0.1506; number 5, F, carries 0.0955; number 6, F, carries 0.1605